22
Properties=species:S:1:pos:R:3:forces:R:3 method="wB97M-V/def2-TZVPD" homo_lumo_gap_ev="7.627 / 8.906" total_energy_ev=-19852.321 charge=+1 multiplicity=4 s_squared=3.7557
O -3.2094 2.4099 -0.1724 0.671 -0.815 -0.496
C -2.4075 1.6165 -0.5280 -0.415 0.858 0.571
C -2.3494 0.1448 -0.1245 -1.085 -0.201 0.188
O -1.0767 -0.4127 -0.1612 0.715 -0.319 -0.259
C -0.4567 -0.5485 1.0960 -0.185 0.473 0.438
C 0.8139 -1.3500 0.9546 -0.682 -0.880 0.928
O 1.6854 -0.8074 -0.0525 -1.661 -8.459 -0.160
C 1.7581 -1.5686 -1.2671 -0.079 -0.727 -1.239
H -2.8090 0.0707 0.8786 0.123 -0.048 -0.296
H -2.9808 -0.4023 -0.8402 0.067 0.221 0.149
H -1.1169 -1.0799 1.8037 0.276 0.074 -0.115
H -0.2355 0.4452 1.5270 -0.141 -0.348 -0.027
H 1.3597 -1.3361 1.9057 -0.086 -0.035 -0.236
H 0.5960 -2.3920 0.6915 0.114 0.253 -0.105
H 2.4345 -1.0430 -1.9503 -0.146 -0.130 0.226
H 2.1619 -2.5642 -1.0459 -0.084 0.301 0.029
H 0.7604 -1.6393 -1.7151 0.195 0.053 0.180
O 1.1269 2.1719 0.9008 -1.755 3.844 1.768
C 0.7485 2.4801 -0.2644 -5.582 2.678 -1.322
O 1.3133 1.9574 -1.2633 -1.923 3.752 -2.626
Pt 2.1717 0.8835 0.0242 9.890 -0.490 2.314
H -0.2884 2.9643 -0.3972 1.774 -0.052 0.089